No. 1
Below is C59H47FGeN7O8Pb as an isolated structure, with properties calculated with wB97M-V/def2-TZVPD.

Values from the calculation:
* ΔE to the lowest compared entry with this formula, charge and spin: 0.000 eV
* orbital gap: 3.42 eV
* total energy: -153238.858 eV

ORCA input file:
```
! RIJCOSX wB97M-V def2-TZVPD def2/J DEFGRID3
* xyz -1 1
Pb 0.07 -0.28 -0.24
O -3.82 -0.26 -5.69
C -2.87 -0.24 -4.70
C -2.01 -1.31 -4.50
C -1.07 -1.22 -3.48
N -0.99 -0.14 -2.71
C -1.80 0.90 -2.91
C -2.77 0.89 -3.90
C -1.58 2.12 -2.01
O -2.29 3.11 -2.23
O -0.66 2.01 -1.15
C -0.06 -2.36 -3.22
O -0.23 -3.38 -3.91
O 0.78 -2.13 -2.32
H -3.71 -1.09 -6.17
H -2.03 -2.21 -5.10
H -3.40 1.76 -4.04
N 1.65 5.66 8.56
C 1.49 5.04 7.61
C 1.29 4.25 6.42
C 1.51 2.88 6.45
C 1.31 2.13 5.31
C 0.89 2.73 4.13
C 0.66 4.11 4.11
C 0.87 4.87 5.25
C 0.67 1.93 2.89
C -0.69 1.66 2.60
C -1.79 2.11 3.38
C -2.93 1.61 2.79
C -2.48 0.87 1.67
N -1.16 0.88 1.57
C 1.82 1.57 2.21
C 3.16 1.87 2.63
C 3.99 1.34 1.69
C 3.15 0.75 0.70
N 1.88 0.89 1.00
H 1.83 2.40 7.37
H 1.47 1.06 5.31
H 0.33 4.57 3.19
H 0.70 5.94 5.23
H -1.74 2.72 4.27
H -3.96 1.76 3.09
H -3.09 0.35 0.94
H 3.45 2.40 3.52
H 5.07 1.36 1.66
H 4.66 -0.12 -0.47
F -6.48 -1.08 -1.42
C -5.89 -1.54 -0.28
C -4.53 -1.71 -0.23
C -3.95 -2.22 0.93
C -2.47 -2.32 0.96
O -1.86 -2.10 -0.07
C -1.91 -2.64 2.26
C -2.76 -3.03 3.23
N -4.13 -3.07 3.15
C -4.90 -3.56 4.25
C -5.72 -4.81 4.04
C -4.47 -4.85 4.87
C -4.75 -2.58 2.02
C -6.14 -2.39 1.95
C -6.71 -1.85 0.81
N -8.12 -1.62 0.78
C -8.93 -2.76 0.43
C -10.34 -2.54 0.92
N -10.86 -1.26 0.31
C -9.98 -0.09 0.66
C -8.59 -0.41 0.14
C -0.41 -2.54 2.65
O -0.11 -3.13 3.69
O 0.30 -1.84 1.90
H -3.90 -1.46 -1.07
H -2.33 -3.31 4.19
H -5.30 -2.80 4.91
H -5.67 -5.25 3.06
H -6.68 -4.88 4.54
H -3.60 -5.34 4.45
H -4.56 -4.94 5.95
H -6.77 -2.59 2.80
H -8.52 -3.66 0.91
H -8.94 -2.95 -0.66
H -10.36 -2.40 2.00
H -11.02 -3.35 0.64
H -11.83 -1.09 0.58
H -10.84 -1.37 -0.71
H -9.99 0.00 1.75
H -10.41 0.80 0.20
H -7.92 0.42 0.38
H -8.63 -0.48 -0.95
C 3.61 0.16 -0.59
Ge 3.60 1.51 -2.03
C 3.49 3.25 -1.15
C 4.64 3.98 -0.83
C 4.55 5.15 -0.08
C 3.32 5.60 0.37
C 2.17 4.88 0.05
C 2.25 3.72 -0.70
C 2.28 1.39 -3.46
C 1.46 2.46 -3.79
C 0.64 2.40 -4.91
C 0.65 1.27 -5.72
C 1.47 0.19 -5.39
C 2.28 0.25 -4.27
C 5.33 1.35 -2.96
C 6.06 0.16 -2.92
C 7.24 0.03 -3.63
C 7.72 1.08 -4.39
C 7.00 2.27 -4.45
C 5.82 2.39 -3.74
H 3.05 -0.73 -0.90
H 5.61 3.63 -1.16
H 5.45 5.70 0.17
H 3.25 6.50 0.96
H 1.20 5.23 0.39
H 1.34 3.17 -0.92
H 1.43 3.35 -3.17
H -0.02 3.23 -5.14
H 0.01 1.22 -6.58
H 1.45 -0.70 -6.00
H 2.88 -0.61 -4.01
H 5.70 -0.68 -2.33
H 7.79 -0.91 -3.59
H 8.65 0.98 -4.94
H 7.37 3.09 -5.05
H 5.26 3.32 -3.81
*
```

=====

No. 2
Below is C59H48Cl2HfN5O4P2Se as an isolated structure, with properties calculated with wB97M-V/def2-TZVPD.

Values from the calculation:
* ΔE to the lowest compared entry with this formula, charge and spin: 1.252 eV
* orbital gap: 6.03 eV
* total energy: -187882.710 eV

ORCA input file:
```
! RIJCOSX wB97M-V def2-TZVPD def2/J DEFGRID3
* xyz 1 1
Hf -0.70 -0.36 -0.24
C -0.35 -2.96 3.43
C -1.47 -2.71 4.22
C -2.43 -1.86 3.75
C -2.30 -1.25 2.49
N -1.21 -1.50 1.72
C -0.27 -2.35 2.21
N -3.33 -0.40 2.16
C -3.57 -0.03 0.96
N -2.88 -0.41 -0.20
C -3.61 0.04 -1.28
N -3.44 -0.21 -2.54
C -2.58 -1.25 -2.89
C -2.71 -1.74 -4.20
C -2.16 -2.95 -4.52
C -1.48 -3.67 -3.54
C -1.28 -3.06 -2.32
N -1.75 -1.84 -2.00
C -4.76 0.84 -0.79
C -5.77 1.49 -1.47
C -6.77 2.08 -0.70
C -6.75 2.00 0.70
C -5.73 1.34 1.36
C -4.74 0.77 0.58
H 0.44 -3.63 3.74
H -1.58 -3.17 5.19
H -3.31 -1.60 4.32
H 0.57 -2.52 1.56
H -3.33 -1.18 -4.88
H -2.29 -3.37 -5.51
H -1.09 -4.66 -3.72
H -0.71 -3.55 -1.55
H -5.79 1.53 -2.55
H -7.58 2.61 -1.19
H -7.55 2.47 1.27
H -5.70 1.27 2.44
O 1.07 0.06 0.96
P 2.55 0.25 0.69
C 3.15 -1.31 -0.04
P 2.02 -2.29 -1.08
O 0.58 -2.08 -0.58
C 2.26 -2.29 -2.85
C 1.31 -1.80 -3.74
C 1.52 -1.91 -5.10
C 2.68 -2.48 -5.59
C 3.64 -2.98 -4.70
C 3.42 -2.90 -3.34
C 2.44 -4.00 -0.67
C 1.76 -5.01 -1.38
C 1.97 -6.34 -1.09
C 2.89 -6.70 -0.10
C 3.59 -5.72 0.58
C 3.36 -4.38 0.30
C 3.10 1.77 -0.05
C 4.47 2.01 -0.14
C 4.94 3.22 -0.62
C 4.03 4.21 -0.99
C 2.67 3.99 -0.87
C 2.19 2.77 -0.41
C 3.36 0.32 2.30
C 4.31 -0.60 2.75
C 4.85 -0.47 4.03
C 4.44 0.56 4.85
C 3.50 1.48 4.41
C 2.96 1.37 3.13
H 3.18 -1.92 0.85
H 4.15 -1.25 -0.47
H 0.40 -1.35 -3.37
H 0.77 -1.53 -5.79
H 2.85 -2.55 -6.65
H 4.54 -3.44 -5.08
H 4.16 -3.31 -2.67
H 1.07 -4.74 -2.17
H 1.44 -7.10 -1.64
H 3.06 -7.75 0.11
H 4.31 -6.00 1.34
H 3.93 -3.65 0.86
H 5.18 1.25 0.17
H 6.00 3.39 -0.70
H 4.40 5.16 -1.36
H 1.96 4.77 -1.13
H 1.13 2.61 -0.29
H 4.65 -1.41 2.12
H 5.59 -1.18 4.37
H 4.87 0.66 5.84
H 3.18 2.29 5.05
H 2.23 2.09 2.79
Cl 2.21 3.87 -6.22
C 1.89 2.82 -4.88
C 2.94 2.11 -4.29
C 2.74 1.26 -3.22
Cl 4.16 0.48 -2.58
C 1.45 1.06 -2.66
O 1.22 0.27 -1.66
C 0.43 1.83 -3.27
C -0.90 1.78 -2.73
O -1.22 1.14 -1.72
C 0.63 2.68 -4.36
H 3.94 2.22 -4.67
H -1.68 2.37 -3.23
H -0.20 3.24 -4.78
C -4.97 3.92 5.51
C -4.03 3.47 4.42
C -2.92 2.67 4.71
C -2.05 2.24 3.72
C -0.83 1.46 4.12
C -2.30 2.59 2.39
Se -1.11 2.06 1.01
C -3.38 3.44 2.07
C -3.68 3.98 0.69
C -4.22 3.85 3.11
H -4.61 3.61 6.49
H -5.97 3.51 5.37
H -5.07 5.01 5.52
H -2.73 2.39 5.74
H -0.78 1.36 5.20
H 0.08 1.96 3.77
H -0.81 0.47 3.68
H -2.96 3.64 -0.04
H -3.67 5.07 0.71
H -4.67 3.67 0.37
H -5.06 4.50 2.86
*
```

=====

Question: Among the records above, which one has the highest ΔE to the lowest compared entry with this formula, charge and spin?
Answer: C59H48Cl2HfN5O4P2Se

=====

Question: Which value of total energy does entry 1 give?
Answer: -153238.858 eV

=====

Question: Among the records above, which one has the lowest ΔE to the lowest compared entry with this formula, charge and spin?
Answer: C59H47FGeN7O8Pb

=====

Question: Which of these has the lowest ΔE to the lowest compared entry with this formula, charge and spin?
Answer: C59H47FGeN7O8Pb